64
Properties=species:S:1:pos:R:3:forces:R:3 method="wB97M-V/def2-TZVPD" homo_lumo_gap_ev=8.31 spin_multiplicity=1 relative_energy_kj_mol=0.0 smiles="Cc1ccc2nc(N)[nH]c(=O)c2c1Sc1ccncc1.CNC(=O)[C@H](Cc1ccccc1)NC(C)=O"
H -1.31436 -5.10743 6.05285 0.0 0.0 -0.1
C -2.38031 1.04780 3.01654 0.7 -0.2 -1.0
H -0.89287 2.25870 -7.94399 0.0 0.0 0.2
H 0.97378 3.33455 -3.78385 -0.1 0.1 -0.2
C 0.62319 1.72256 -2.44041 0.3 -0.1 0.3
H 1.88751 4.74890 0.92319 0.0 0.0 0.0
N -3.21657 -5.23549 4.31778 0.5 0.3 -0.2
H -4.75793 -4.46689 1.58619 0.2 0.0 -0.3
H -0.22836 0.82460 -4.72565 0.2 -0.1 0.0
C 1.06786 2.25020 -3.80986 -0.1 0.4 -0.2
C -1.02995 -0.49033 1.73202 -0.4 0.0 0.5
C 3.15086 2.99948 0.83783 -0.5 -0.2 -0.7
N 3.50783 2.80940 -3.99258 0.3 1.2 0.3
C 3.36679 4.22428 -3.65189 -0.3 -0.2 -0.1
H 2.95209 4.33158 -2.64876 0.0 0.1 0.0
C -1.10490 -4.52254 5.16352 0.9 0.3 0.3
C 1.64095 -2.26789 3.81902 -0.1 0.0 0.0
H 2.71347 4.71937 -4.37392 0.1 0.1 0.1
C 0.08403 -3.80303 5.05191 -1.0 -0.5 -0.2
C -0.93263 1.70091 -7.00902 0.1 0.0 0.1
C -0.04352 2.38296 -5.99533 0.0 1.1 -1.4
N 0.15860 1.74584 -4.84302 0.5 -0.4 1.4
H 4.34420 4.70847 -3.67750 -0.1 -0.2 0.0
H 2.22468 -2.59923 2.95455 0.0 0.2 0.1
C -4.09609 -5.25093 3.36869 1.0 -0.5 1.4
H 0.61593 0.63156 -2.46853 0.0 -0.1 -0.1
H 4.43480 2.46428 -4.18768 -0.1 -0.1 0.0
O 2.85225 0.75402 -4.43573 -0.6 -0.2 0.0
C -1.77877 -0.20433 2.87614 -0.1 0.1 0.1
N -5.20389 -5.97826 3.61696 -1.1 -0.4 -0.5
C 0.34696 -3.04408 3.90547 -0.1 0.2 -0.5
H 2.77185 0.42300 -1.36805 0.0 0.0 -0.1
S -0.21894 -2.03480 1.42445 0.1 0.2 -0.3
C 2.54042 1.89425 -4.11659 0.0 -1.1 -0.1
C -2.87010 -3.82495 1.96491 0.6 1.5 -2.4
H -0.35796 0.34486 -0.12482 0.0 0.0 0.0
C 2.08047 3.81071 0.42159 0.1 -0.8 -0.4
H 2.24978 -2.41294 4.71649 -0.2 0.0 -0.1
H -1.95482 1.68686 -6.63623 -0.1 -0.1 -0.1
H 0.43841 4.02678 -0.96149 -0.1 0.0 0.0
O -2.89997 -3.23752 0.89563 0.6 0.5 0.1
H 1.43618 -1.19751 3.71693 0.1 -0.1 -0.1
C -2.04538 -4.50418 4.13732 -0.6 0.0 -0.1
H 0.80239 -3.83639 5.86552 0.0 0.1 -0.1
H 4.22636 1.15589 0.50565 0.0 0.0 0.0
C 3.40072 1.77793 0.18912 -0.7 0.5 -0.3
C -0.92475 0.51733 0.78083 0.0 0.2 -0.3
C -1.80155 -3.75666 2.97281 0.1 -0.2 0.4
H -1.44972 2.51876 0.22968 -0.1 0.1 0.2
N -3.95509 -4.62120 2.17578 -0.6 -0.8 1.7
N -2.26551 2.01219 2.08986 -0.1 0.1 0.0
H -5.62552 -6.43056 2.81553 -0.1 0.0 0.4
C 1.50311 2.17235 -1.28995 0.3 0.1 0.2
H -0.57991 0.68534 -7.17807 -0.2 -0.1 0.0
C -0.59681 -3.01287 2.85532 -0.2 -0.1 0.7
C 2.57589 1.36340 -0.87077 0.0 0.9 0.6
C -1.54697 1.74798 0.98757 -0.1 -0.9 0.8
H -5.10924 -6.52071 4.46963 -0.2 0.1 -0.4
O 0.44585 3.47702 -6.24615 0.2 -0.1 0.3
H -0.39899 2.05300 -2.25017 -0.1 0.0 -0.2
H -2.96104 1.25152 3.91086 0.0 0.2 -0.1
C 1.25844 3.39909 -0.64288 0.9 -0.6 0.4
H -1.91398 -0.93116 3.66654 0.1 -0.1 0.0
H 3.78072 3.31413 1.65822 0.0 0.0 0.0

***

64
Properties=species:S:1:pos:R:3:forces:R:3 method="wB97M-V/def2-TZVPD" homo_lumo_gap_ev=7.55 total_charge=+1 spin_multiplicity=1 relative_energy_kj_mol=0.0
C -2.65773 0.26127 2.78392 0.0 0.0 0.0
C 0.14411 0.45692 -2.54976 0.0 0.0 0.0
H 0.47058 -2.13400 -4.70422 0.0 0.0 0.0
C -3.14253 -0.80420 3.48060 0.0 0.0 0.0
C 2.65184 -3.91678 2.29877 0.0 0.0 0.0
P -0.12665 0.82042 -0.80481 0.1 0.0 0.0
C -1.07623 3.28070 0.12944 0.0 0.0 0.0
Ir -0.68459 -0.92668 0.52569 -0.1 -0.1 0.0
C 4.08875 -3.48529 0.43377 0.0 0.0 0.0
C 3.84353 -4.10766 1.66861 0.0 0.0 0.0
C -3.42026 -2.09681 1.45985 0.0 0.0 0.1
C -3.25559 -0.73493 4.91284 0.0 0.0 0.0
C 1.53018 1.43997 1.31589 0.0 0.0 0.0
C -3.17726 3.37398 -1.68714 0.0 0.0 0.0
H 4.65009 2.11968 -0.84154 0.0 0.0 0.0
H -2.55884 -0.36824 -1.36295 0.0 0.0 0.0
H 0.69840 2.07128 -5.47868 0.0 0.0 0.0
H 4.78941 2.28512 1.61936 0.0 0.0 0.0
H 2.44914 -4.40306 3.24431 0.0 0.0 0.0
O -0.55486 -2.27206 2.15076 0.0 0.0 -0.1
H 0.37140 -3.52776 3.37485 0.0 0.0 0.0
H 0.07512 -1.67659 -2.31472 0.0 0.0 0.0
C 0.19700 -0.85630 -3.00769 0.0 0.0 0.0
C 1.44591 1.35027 -0.07709 0.0 0.0 0.0
C 1.89562 -2.42751 0.48901 0.0 -0.1 -0.1
H -3.98690 -2.79948 3.38135 0.0 0.0 0.0
H 0.79406 -0.26400 -6.28504 0.0 0.0 0.0
H -2.43215 1.11847 0.82397 0.0 0.0 0.0
N -3.32663 -0.68444 6.05778 0.0 0.0 0.0
C -3.03695 4.37391 -0.73412 0.0 0.0 0.0
H 2.53223 1.50725 -1.92568 0.0 0.0 0.0
H -3.98581 3.41589 -2.40456 0.0 0.0 0.0
H 2.78402 1.84813 3.00276 0.0 0.0 0.0
C 3.85195 2.02436 1.14641 0.0 0.0 0.0
O 1.06349 -1.63546 -0.12572 0.1 0.1 0.1
C 0.44561 -2.95628 2.44389 0.0 0.0 0.0
C 0.55930 1.25172 -4.78652 0.0 0.0 0.0
C 0.42916 -1.11213 -4.35157 0.0 0.0 0.0
Cl 3.45339 -1.94762 -1.67167 0.0 0.0 0.0
C -1.22044 2.26506 -0.81407 0.0 0.0 0.0
C -1.98320 4.32996 0.16737 0.0 0.0 0.0
H -2.37240 1.56868 -2.49957 0.0 0.0 0.0
H -1.86001 5.11796 0.89830 0.0 0.0 0.0
C 3.14454 -2.67594 -0.13829 0.0 0.0 0.0
H 5.03011 -3.64964 -0.07277 0.0 0.0 0.0
C -2.88100 -1.01014 0.70142 0.1 0.0 0.0
C 3.77359 1.93426 -0.23512 0.0 0.0 0.0
C 0.32045 1.51270 -3.44821 0.0 0.0 0.0
C -3.56247 -1.98999 2.80311 0.0 0.0 0.0
C -2.51056 0.18908 1.36734 0.0 0.0 0.0
H -3.74140 5.19429 -0.70359 0.0 0.0 0.0
H -0.25090 3.26469 0.82957 0.0 0.0 0.0
C 2.57548 1.59593 -0.84872 0.0 0.0 0.0
H -2.46961 -2.15284 -1.09002 0.0 0.0 0.0
H -2.40543 1.17823 3.29998 0.0 0.0 0.0
C -2.37664 -1.16410 -0.65088 -0.1 0.0 0.0
H 0.65558 1.24686 1.93046 0.0 0.0 0.0
Cl 5.06476 -5.11624 2.35749 0.0 0.0 0.0
H -3.71880 -2.99751 0.93978 0.0 0.0 0.0
H 0.26547 2.53830 -3.10232 0.0 0.0 0.0
C -2.27257 2.32481 -1.73030 0.0 0.0 0.0
C 1.66364 -3.08267 1.72176 0.0 0.0 0.0
C 2.72762 1.77784 1.92456 0.0 0.0 0.0
C 0.61291 -0.06164 -5.23767 0.0 0.0 0.0

***

58
Properties=species:S:1:pos:R:3:forces:R:3 method="wB97M-V/def2-TZVPD" homo_lumo_gap_ev=8.10 spin_multiplicity=1 relative_energy_kj_mol=269.5 smiles="COc1ccc(N)c(C(=O)NCCC2(O)CN(C(=O)C3(N(C)C)CCC3)C2)c1"
O -0.47581 -1.05284 -3.33366 0.0 0.0 0.0
H -4.79310 -3.49649 6.46904 0.0 0.0 0.0
H 3.74689 4.56081 0.59061 0.0 0.0 0.0
H 0.10017 4.92756 -1.55750 0.0 0.0 0.0
C 2.05814 3.41677 -0.37482 0.0 0.0 0.0
H 3.37522 5.29476 -1.76084 0.0 0.0 0.0
H 2.64852 4.64434 -4.28429 0.0 0.0 0.0
H -0.76833 -6.53788 2.25696 0.0 0.0 0.0
H -1.67699 -1.11749 1.46697 0.0 0.0 0.0
H 2.30385 2.92039 -4.48511 0.0 0.0 0.0
N -1.66969 -1.73364 0.67454 0.0 0.0 -0.1
O 3.91701 1.60014 -2.48152 0.0 0.1 -0.1
N 1.76912 1.02108 -2.26111 0.0 0.0 -0.1
C -1.42305 -1.18994 -0.65024 0.0 0.0 0.0
H 4.16288 2.93203 0.02295 0.0 0.0 0.0
C 0.31023 1.04720 -2.18942 0.0 0.0 -0.1
N -0.80866 -5.57837 1.95870 0.0 0.0 0.0
H -2.85087 -4.61191 5.89698 0.0 0.0 0.0
C -2.64240 -4.28274 4.88906 0.0 0.0 0.0
H 2.09473 -0.53003 -3.70027 0.0 0.0 0.0
C -1.59482 -4.75126 2.74242 0.0 0.0 0.0
H 2.53469 -0.97981 -2.03592 0.0 0.0 0.0
C 2.76192 1.93430 -2.27049 0.1 0.0 0.3
H -1.53125 -6.04863 4.43934 0.0 0.0 0.0
C -3.11759 -3.06601 4.41545 0.0 0.0 0.0
H 0.35529 -2.28762 -1.14675 0.0 0.0 0.0
H -3.23052 -1.76097 2.75277 0.0 0.0 0.0
C 0.63825 5.02943 -2.49787 0.0 0.0 0.0
C -1.75077 -3.07100 0.88186 -0.3 0.0 -0.1
C 1.85434 -0.38155 -2.64268 0.0 0.0 0.1
O -1.62255 -3.86432 -0.04459 0.1 0.0 0.0
C 3.53861 3.80450 -0.16335 0.0 0.0 0.0
C 3.60544 4.23486 -1.64317 0.0 0.0 0.0
H 4.49438 3.97414 -2.21077 0.0 0.0 0.0
H -0.93220 -5.44950 0.96444 0.0 0.0 0.0
H -1.78256 -0.15897 -0.65908 0.0 0.0 0.0
C 2.34676 3.36818 -1.89849 0.0 0.0 -0.2
H 1.69159 2.50268 0.09267 0.0 0.0 0.0
C -2.05768 -3.50554 2.27866 0.1 0.0 0.0
H 1.31054 5.89734 -2.42475 0.0 0.0 0.0
C -1.89533 -5.10175 4.05787 0.0 0.0 0.0
H 1.39858 4.24272 -0.11555 0.0 0.0 0.0
H 1.06666 4.11770 -4.89126 0.0 0.0 0.0
H -3.32389 -2.68915 7.07580 0.0 0.0 0.0
C 1.86681 3.87587 -4.19148 0.0 0.0 0.1
H 0.65995 -0.79932 -0.24555 0.0 0.0 0.0
H -2.01135 -1.75770 -1.36790 0.0 0.0 0.0
O -3.88070 -2.18903 5.13694 0.0 0.0 0.0
C 0.05191 -1.24478 -1.03859 0.0 0.0 0.0
N 1.31976 3.79375 -2.84318 0.0 0.1 0.0
H -0.09670 5.24661 -3.27328 0.0 0.0 0.0
C 0.33944 -0.50220 -2.32727 0.0 0.0 0.0
H -0.15353 1.55125 -3.03941 0.0 0.0 0.0
H -4.82467 -1.76188 6.85803 0.0 0.0 0.0
H -0.26778 -0.63403 -4.17541 0.0 0.0 0.0
C -4.21654 -2.56719 6.45557 0.0 0.0 0.0
H -0.10498 1.45899 -1.26739 0.0 0.0 0.0
C -2.81734 -2.69384 3.11533 0.0 0.0 0.0